The following is a DFT calculation (wB97M-V/def2-TZVPD) of a 2-piece molecular cluster, C31H36FI2NO5 overall at a distorted geometry.

Structure (ORCA input):
```
! RIJCOSX wB97M-V def2-TZVPD def2/J DEFGRID3
* xyz 0 1
C -4.6341 -3.1306 0.7727
C -3.4319 -2.4435 0.1755
I -1.5540 -3.0485 1.0150
C -3.4586 -1.5321 -0.7999
I -5.2853 -0.8830 -1.6379
C -2.1558 -0.9799 -1.2910
C -1.5217 0.0467 -0.5898
C -2.1174 0.6639 0.6557
C -2.9499 1.9055 0.2954
C -3.9678 2.3444 1.1226
C -4.7473 3.4259 0.8062
C -4.5670 4.1387 -0.3651
C -5.4607 5.3094 -0.7257
C -3.5332 3.7208 -1.1734
C -2.7488 2.6347 -0.8547
C -0.3132 0.5281 -1.0113
O 0.3508 1.5106 -0.3128
C 1.4562 0.8731 0.4172
C 1.7059 1.5412 1.7842
C 3.0570 2.3182 1.6709
C 1.7924 0.5483 2.9686
C 2.5083 -0.7785 2.6499
C 0.4232 0.2658 3.6449
C 0.3039 0.0489 -2.1646
F 1.4699 0.5449 -2.5471
C -0.3137 -0.9617 -2.8590
C -1.5317 -1.4771 -2.4114
C -2.1109 -2.6213 -3.2222
O -3.2997 -2.8812 -3.2401
C -1.1067 -3.4582 -3.9900
O -1.4542 -4.7656 -4.2083
C 0.0442 -2.9517 -4.4305
C 1.0886 -3.6833 -5.2374
N 0.9517 -3.3816 -6.6862
C 0.3490 -1.5116 -4.1028
O 1.0833 -0.8652 -4.8258
H -4.7395 -2.8038 1.8156
H -5.5552 -2.9664 0.2146
H -4.4433 -4.2116 0.8114
H -1.3590 0.9612 1.3828
H -2.8246 -0.0455 1.0983
H -4.1856 1.8098 2.0476
H -5.5423 3.6995 1.4983
H -5.2109 6.2064 -0.1508
H -5.2746 5.5266 -1.7858
H -6.5195 5.0489 -0.6351
H -3.3578 4.2549 -2.1072
H -1.9765 2.3790 -1.5762
H 2.3516 0.9784 -0.2105
H 1.2506 -0.2021 0.4706
H 0.9012 2.2739 1.9359
H 3.3672 2.7180 2.6432
H 2.8992 3.1655 0.9919
H 3.8431 1.6516 1.3293
H 2.3945 1.0501 3.7425
H 3.3962 -0.5845 2.0435
H 2.7296 -1.3717 3.5428
H 1.8278 -1.3989 2.0413
H 0.1657 1.1378 4.2543
H -0.3306 0.0378 2.8825
H 0.5053 -0.6219 4.2844
H -0.7379 -5.3222 -3.8835
H 1.1397 -4.7578 -5.0416
H 2.0601 -3.2586 -4.9254
H 1.8459 -3.6634 -7.0849
H 0.9648 -2.3676 -6.7745
C 7.1476 -0.8562 2.7376
C 6.1706 0.1911 3.2097
O 5.3127 0.6308 2.4778
C 6.3063 0.6682 4.6338
H 6.9355 -1.1057 1.6997
H 8.1671 -0.4735 2.8065
H 7.0494 -1.7581 3.3440
H 7.2893 1.1169 4.7848
H 6.1720 -0.1683 5.3217
H 5.5432 1.4170 4.8379
*
```

## Properties
LUMO level	-0.81	eV
HOMO	-0.318	Ha
SMILES	C/C(I)=C(\I)c1c(Cc2ccc(C)cc2)c(OC[C@H](C)C(C)C)c(F)c2c1C(=O)C(O)=C(CN)C2=O.CC(C)=O
HOMO-LUMO gap	7.85	eV
M	775.44	g mol⁻¹